(1)
Below is a structure of composition C15H26InN14O3Te in a non-equilibrium geometry, with properties calculated with ωB97M-V/def2-TZVPD.

Values from the calculation:
- HOMO level: -5.45 eV
- Kohn-Sham gap: 7.657 eV
- Energy relative to the best compared isomer or geometry (same formula, charge and spin): 68.7 kJ/mol

```
! RIJCOSX wB97M-V def2-TZVPD def2/J DEFGRID3
* xyz -1 1
Te -0.810 3.203 -0.742
In 0.385 -0.079 0.076
O -1.732 0.417 0.083
O -3.587 -0.234 1.094
O -0.115 0.799 4.166
N -0.935 -0.224 -2.702
N 2.508 0.045 -2.794
N 1.554 1.724 1.345
N 4.537 -0.628 -0.114
N -0.165 -0.257 2.138
N -0.683 -0.515 -3.917
N 0.624 -0.474 -4.156
N 3.412 -0.572 0.487
N 4.392 -0.422 -1.418
N 0.215 0.037 -2.063
N -1.866 -2.324 -1.045
N -0.924 -4.374 -0.479
N 0.177 -2.336 -0.055
N 2.450 -0.322 -0.412
C -0.447 5.255 -0.048
C -1.982 -5.055 -1.186
C 1.286 -3.036 0.558
C 0.190 -5.154 0.002
C 3.090 -0.233 -1.585
C -0.837 -3.006 -0.528
C -3.068 -2.889 -1.597
C -3.280 -4.277 -1.011
C 1.165 -0.141 -2.994
C 1.726 1.086 2.643
C 0.364 0.522 3.070
C 0.977 3.387 -1.945
C 0.866 -4.383 1.125
C -1.541 -0.632 2.247
C -2.374 -0.112 1.056
H -0.508 5.952 -0.874
H -2.070 -6.062 -0.764
H 2.429 0.256 2.519
H -4.105 -4.787 -1.509
H -3.896 -2.224 -1.340
H 0.804 4.036 -2.798
H 1.680 -2.388 1.347
H 1.733 -4.928 1.499
H 2.084 -3.180 -0.184
H 2.456 2.010 0.973
H -2.994 -2.939 -2.693
H 3.087 -0.148 -3.598
H 1.779 3.793 -1.335
H -1.201 5.503 0.688
H 0.534 5.334 0.411
H -1.978 -0.220 3.164
H 2.080 1.784 3.414
H 0.957 2.546 1.440
H 0.916 -5.353 -0.802
H 1.259 2.405 -2.293
H -1.647 -1.725 2.245
H -3.506 -4.190 0.053
H -1.746 -5.150 -2.257
H -1.738 -1.322 -1.168
H 0.159 -4.230 1.943
H -0.192 -6.118 0.360
*
```


(2)
Below is the molecule C15H26N2O3S, with properties calculated with ωB97M-V/def2-TZVPD.

Values from the calculation:
- HOMO level: -8.54 eV
- Kohn-Sham gap: 9.280 eV
- Energy relative to the best compared isomer or geometry (same formula, charge and spin): 0.0 kJ/mol
- SMILES: COC(=O)[C@H](CCSC)NC(=O)NCCC1=CCCCC1

```
! RIJCOSX wB97M-V def2-TZVPD def2/J DEFGRID3
* xyz 0 1
S 5.508 -1.168 0.130
O -0.644 -1.716 0.910
O 1.905 1.803 -0.461
O 0.952 0.950 -2.301
N -1.578 -2.461 -1.029
N 0.459 -1.405 -1.049
C -2.600 2.153 1.134
C -3.351 -0.295 -0.116
C -3.652 -0.095 1.342
C 1.390 0.813 -1.187
C -2.877 -2.720 -0.455
C 3.833 -0.479 0.384
C 1.923 3.089 -1.073
C 2.857 -1.125 -0.584
C -2.627 0.573 -0.810
C -3.864 -1.569 -0.727
C -2.671 0.885 1.977
C 6.350 -0.312 1.490
C -2.025 1.820 -0.239
C 1.441 -0.526 -0.464
C -0.618 -1.820 -0.299
H 6.274 0.762 1.346
H -3.265 -3.655 -0.869
H 2.349 3.768 -0.340
H -4.677 0.279 1.445
H 0.348 -1.295 -2.047
H -1.555 -2.348 -2.031
H -3.982 -1.452 -1.807
H 7.390 -0.619 1.461
H -3.599 -1.054 1.859
H -0.943 1.668 -0.153
H 2.532 3.067 -1.979
H 1.180 -0.401 0.593
H -3.605 2.565 1.018
H -4.832 -1.832 -0.299
H -2.722 -2.837 0.618
H -2.180 2.653 -0.932
H -2.982 1.120 2.996
H 0.909 3.394 -1.337
H 2.786 -2.192 -0.369
H 3.219 -1.013 -1.609
H -1.688 0.414 2.016
H -1.981 2.907 1.625
H 3.891 0.599 0.230
H 3.543 -0.684 1.415
H -2.416 0.398 -1.858
H 5.901 -0.605 2.436
*
```


(3)
Below is the molecule C15H26N2O5, with properties calculated with ωB97M-V/def2-TZVPD.

Values from the calculation:
- HOMO level: -9.40 eV
- Kohn-Sham gap: 10.104 eV
- Energy relative to the best compared isomer or geometry (same formula, charge and spin): 0.0 kJ/mol
- SMILES: CCOC(=O)C1CCN(C(=O)CNC(=O)OC(C)(C)C)CC1

```
! RIJCOSX wB97M-V def2-TZVPD def2/J DEFGRID3
* xyz 0 1
O 1.834 3.355 -1.247
O 0.566 -4.909 1.124
O -1.662 0.668 -0.066
O 0.058 3.666 -2.646
O -0.553 -5.155 3.056
N 0.232 1.780 -1.515
N -0.304 -0.264 1.468
C -0.587 5.352 -4.144
C 0.602 5.963 -2.017
C 1.143 -2.207 1.755
C -0.537 0.440 0.342
C 0.000 -2.959 2.435
C 0.680 0.962 -0.419
C 0.797 2.992 -1.753
C -1.349 -2.418 1.937
C -1.834 -6.908 1.946
C 0.059 -4.441 2.109
C 0.505 4.945 -3.154
C -0.655 -6.567 2.845
C -1.414 -0.906 2.144
C 0.981 -0.699 1.963
C 1.847 4.793 -3.869
H 2.131 5.738 -4.323
H 2.615 4.493 -3.162
H -0.348 6.314 -4.588
H 1.023 -0.474 3.035
H 0.052 -2.843 3.522
H -0.735 1.642 -1.783
H 0.278 -6.925 2.400
H -1.363 -0.667 3.212
H 1.131 -2.440 0.690
H -0.349 6.030 -1.494
H 1.260 0.111 -0.800
H -0.671 4.608 -4.931
H -2.167 -2.901 2.472
H 1.327 1.574 0.219
H 2.101 -2.533 2.161
H -2.756 -6.512 2.365
H -1.544 5.423 -3.634
H 1.372 5.662 -1.312
H 0.854 6.940 -2.420
H -1.453 -2.636 0.872
H 1.787 -0.161 1.471
H -1.682 -6.482 0.957
H -1.920 -7.987 1.854
H 1.770 4.036 -4.647
H -2.337 -0.501 1.727
H -0.781 -6.993 3.843
*
```


(4)
Below is the molecule C15H26N4OS in a non-equilibrium geometry, with properties calculated with ωB97M-V/def2-TZVPD.

Values from the calculation:
- HOMO level: -8.57 eV
- Kohn-Sham gap: 9.029 eV
- Energy relative to the best compared isomer or geometry (same formula, charge and spin): 0.0 kJ/mol
- SMILES: CCCCc1nnc(SCC(=O)NC2CCCCC2)n1C

```
! RIJCOSX wB97M-V def2-TZVPD def2/J DEFGRID3
* xyz 0 1
S -2.488 2.904 -0.205
O 0.497 4.789 -0.346
N -2.844 0.251 0.322
N 0.801 2.597 -0.848
N -1.250 -0.675 -0.859
N -1.179 0.656 -1.045
C -1.786 -3.369 -0.108
C 4.466 1.676 -0.663
C 2.112 2.442 -0.254
C -2.243 -4.744 0.371
C -2.129 1.210 -0.336
C -2.236 -0.924 -0.049
C -1.303 3.600 -1.399
C 2.030 1.517 0.963
C 0.097 3.735 -0.795
C -3.962 0.428 1.201
C 4.380 0.751 0.548
C -1.348 -5.851 -0.169
C 3.411 1.319 1.580
C 3.087 1.871 -1.284
C -2.678 -2.254 0.432
H 5.148 1.257 -1.405
H 4.863 2.644 -0.351
H -1.687 -6.824 0.180
H -4.237 1.481 1.215
H -1.312 2.957 -2.277
H 3.786 2.280 1.939
H -3.702 0.111 2.213
H 2.702 0.912 -1.638
H -1.359 -5.852 -1.257
H -1.693 4.590 -1.631
H 3.150 2.548 -2.138
H 1.625 0.553 0.645
H -2.234 -4.771 1.464
H 5.369 0.629 0.994
H 1.347 1.947 1.700
H -0.759 -3.187 0.212
H 4.033 -0.234 0.227
H 0.327 1.745 -1.150
H -3.272 -4.919 0.045
H -2.666 -2.260 1.527
H 3.340 0.645 2.436
H -0.322 -5.706 0.161
H -4.810 -0.164 0.851
H 2.437 3.440 0.059
H -3.714 -2.420 0.117
H -1.796 -3.332 -1.198
*
```


(5)
Below is a cluster of 5 separate species, C15H26N5O8 in total in a non-equilibrium geometry, with properties calculated with ωB97M-V/def2-TZVPD.

Values from the calculation:
- HOMO level: -5.51 eV
- Kohn-Sham gap: 6.559 eV

```
! RIJCOSX wB97M-V def2-TZVPD def2/J DEFGRID3
* xyz -1 1
O -18.075 -50.672 -2.560
O -18.006 -49.620 -0.586
O -9.489 -46.193 -4.601
O -12.265 -47.484 -1.478
O -12.022 -49.288 -6.243
O -15.896 -50.789 3.215
O -12.057 -45.298 -1.392
O -13.922 -46.292 -0.791
N -14.325 -49.667 2.038
N -12.796 -46.370 -1.253
N -13.955 -49.810 -5.320
N -10.986 -44.738 -5.531
N -17.783 -49.653 -1.765
C -17.876 -48.174 -3.800
C -16.756 -45.947 -4.038
C -17.426 -46.937 -4.663
C -13.135 -49.819 -6.296
C -10.610 -45.667 -4.552
C -16.458 -45.914 -2.542
C -10.274 -44.311 -6.648
C -13.264 -49.969 2.905
C -15.203 -50.525 -5.192
C -17.539 -48.307 -2.455
C -13.769 -48.823 -4.161
C -12.313 -44.123 -5.493
C -16.705 -47.177 -1.702
C -15.647 -50.019 2.184
C -14.055 -49.031 0.779
H -14.779 -48.536 0.221
H -13.060 -44.977 -4.998
H -14.265 -48.885 -3.136
H -16.589 -45.148 -4.441
H -13.549 -49.599 3.894
H -9.894 -43.277 -6.424
H -14.117 -47.903 -4.622
H -13.532 -49.661 0.071
H -12.460 -43.235 -4.763
H -18.347 -48.871 -4.297
H -13.479 -50.612 -6.808
H -16.361 -47.378 -0.708
H -12.283 -49.918 2.483
H -16.410 -49.555 1.502
H -11.246 -45.809 -3.663
H -16.003 -45.089 -2.192
H -16.188 -50.024 -5.359
H -15.325 -51.221 -5.929
H -10.922 -44.484 -7.525
H -12.779 -43.526 -6.397
H -15.237 -50.989 -4.128
H -17.771 -46.970 -5.595
H -13.361 -48.249 0.811
H -9.351 -44.956 -6.841
H -13.143 -50.926 3.083
H -12.751 -48.737 -3.976
*
```


(6)
Below is a structure of composition C15H26NO2PRu in a non-equilibrium geometry, with properties calculated with ωB97M-V/def2-TZVPD.

Values from the calculation:
- HOMO level (spin up / spin down): -14.35 / -15.72 eV
- Kohn-Sham gap (spin up / spin down): 6.403 / 6.559 eV
- <S²>: 6.03
- Energy relative to the best compared isomer or geometry (same formula, charge and spin): 1.9 kJ/mol

```
! RIJCOSX wB97M-V def2-TZVPD def2/J DEFGRID3
* xyz 2 5
Ru -0.572 1.087 1.531
P 0.773 2.366 0.391
O 0.425 -0.428 2.282
O -0.849 -2.177 3.008
N 1.201 -2.824 -1.051
C -1.378 -0.872 -0.865
C -0.098 -3.210 -0.574
C -1.159 1.531 -1.245
C 1.333 -2.344 -2.390
C -1.140 -2.143 -0.117
C 2.325 -2.756 -0.160
C -2.246 -0.896 -1.976
C 1.423 3.867 1.168
C -2.648 0.268 -2.630
C -0.956 0.408 -0.414
C 2.150 1.878 -0.697
C -2.083 1.482 -2.288
C -0.768 -0.219 4.363
C -0.419 -1.029 3.144
C -0.501 2.833 -0.889
H -2.082 -2.714 -0.122
H 0.066 0.412 4.679
H 0.330 -2.108 -2.772
H -2.639 -1.860 -2.305
H 3.058 -3.560 -0.357
H -1.227 2.719 1.468
H -3.405 0.221 -3.406
H 0.099 -3.847 0.304
H -1.635 0.410 4.112
H 2.510 2.758 -1.262
H 1.818 1.107 -1.404
H 2.948 1.490 -0.050
H 1.791 -3.104 -3.050
H -1.198 3.537 -0.400
H 1.962 -1.440 -2.426
H 1.055 3.925 2.200
H 2.517 3.783 1.181
H -1.046 -0.884 5.184
H 0.037 3.344 -1.703
H -0.913 -1.961 0.933
H 2.864 -1.803 -0.274
H -2.376 2.415 -2.772
H 1.127 4.766 0.611
H -1.904 2.253 1.532
H -0.548 -3.835 -1.370
H 1.977 -2.846 0.878
*
```


(7)
Below is a structure of composition C15H27CaCl4F3N3NaO14S3 in a non-equilibrium geometry, with properties calculated with ωB97M-V/def2-TZVPD.

Values from the calculation:
- HOMO level: -2.95 eV
- Kohn-Sham gap: 2.841 eV

```
! RIJCOSX wB97M-V def2-TZVPD def2/J DEFGRID3
* xyz -2 1
Ca -4.090 -1.768 3.927
Cl 5.032 -2.524 -2.884
Cl -0.264 -7.157 1.229
Cl 0.778 -5.007 -0.437
Cl 1.623 -7.740 -0.897
S -6.260 7.138 0.231
S 8.887 -2.389 -3.309
S -7.650 5.938 -1.689
Na 1.342 2.824 2.712
F -7.444 8.219 0.191
F -7.222 5.566 -3.174
F 0.343 2.746 0.383
O -5.120 7.957 0.481
O 2.409 -1.151 -0.684
O -6.665 6.255 1.279
O 1.234 -1.922 3.408
O 1.621 2.170 -5.375
O -7.994 4.675 -1.120
O -3.052 -2.248 2.298
O 8.651 -1.102 -3.975
O 8.222 -2.402 -1.980
O -2.395 -4.163 1.304
O 10.330 -2.586 -3.128
O -8.703 6.883 -1.884
O 8.320 -3.467 -4.131
O 2.813 0.484 -4.469
N -2.954 4.357 -1.120
N -6.263 6.551 -1.223
N 0.456 -0.892 3.001
C 3.054 -0.607 -1.850
C -0.650 1.104 3.461
C -3.285 -3.427 1.600
C 0.298 -6.705 -0.386
C -1.846 -1.053 4.123
C 2.668 1.636 -4.949
C -1.341 3.835 -3.099
C 0.439 -0.277 1.879
C -1.980 -2.412 3.302
C 3.945 2.505 -5.021
C 1.457 -2.927 2.367
C -0.578 0.817 1.881
C -2.253 4.129 -2.000
C 1.373 -4.294 3.015
C -0.496 -0.327 3.945
H 4.141 2.785 -6.057
H 1.917 -1.923 -0.974
H 0.705 -2.885 1.584
H 0.311 1.572 3.705
H 3.633 0.262 -1.557
H -1.904 3.662 -4.013
H -1.534 1.599 3.834
H -0.664 4.672 -3.253
H -0.524 -6.838 -1.074
H -0.350 1.744 1.205
H -0.026 -0.453 4.920
H -1.527 0.373 1.564
H 2.331 -0.320 -2.613
H 3.769 -1.429 -2.255
H 3.801 3.416 -4.437
H -2.649 -0.313 3.793
H 4.811 1.970 -4.633
H 1.079 -0.568 1.051
H -2.368 -3.203 4.038
H -2.020 -1.199 5.223
H 0.368 -4.398 3.422
H 2.460 -2.803 1.971
H -1.073 -2.764 2.847
H -4.315 -3.690 1.373
H -0.752 2.949 -2.869
H 2.142 -4.451 3.760
H 1.447 -5.014 2.205
*
```


(8)
Below is a structure of composition C15H27Cl4O4RuSbSe4Si4, with properties calculated with ωB97M-V/def2-TZVPD.

Values from the calculation:
- HOMO level: -8.39 eV
- Kohn-Sham gap: 6.504 eV
- Energy relative to the best compared isomer or geometry (same formula, charge and spin): 0.0 kJ/mol

```
! RIJCOSX wB97M-V def2-TZVPD def2/J DEFGRID3
* xyz 0 1
Sb 3.908 -0.242 0.998
Ru -1.438 -0.417 0.275
Se 1.848 1.168 0.726
Se 4.859 -0.784 -1.047
Se 0.719 -0.875 0.123
Se 4.254 -0.852 3.213
Cl 1.313 2.655 -3.307
Cl 3.945 1.266 -4.371
Cl 4.052 -1.848 -4.618
Cl 1.540 -3.567 -3.783
Si -3.901 -0.572 -3.017
Si -3.251 2.288 1.099
Si -1.735 -0.684 -2.059
Si -1.724 -2.768 0.464
O -0.770 -1.835 -2.867
O -2.821 -0.207 1.595
O -3.442 0.640 0.609
O -0.861 0.646 -2.709
C 2.578 0.316 -3.942
C -3.911 1.122 -3.815
C -1.432 2.663 1.066
C -5.358 -0.752 -1.868
C 0.325 0.175 -3.161
C 2.623 -1.072 -4.053
C 1.519 -1.851 -3.695
C -0.398 -3.888 -0.248
C -3.909 -1.916 -4.320
C -3.369 -3.265 -0.285
C 1.420 0.950 -3.481
C 0.375 -1.215 -3.259
C -4.173 3.196 -0.235
C -1.797 -3.065 2.316
C -4.009 2.474 2.776
H -2.527 -2.410 2.794
H -0.719 -4.924 -0.108
H -4.068 3.526 3.061
H -3.373 -3.183 -1.376
H -4.447 4.193 0.115
H -3.055 1.257 -4.476
H 0.560 -3.775 0.264
H -4.169 -2.640 0.115
H -5.415 -1.745 -1.421
H -3.586 -4.305 -0.030
H -3.571 3.312 -1.137
H -0.892 2.120 1.846
H -0.995 2.421 0.089
H -0.235 -3.732 -1.316
H -3.885 1.918 -3.071
H -6.266 -0.598 -2.457
H -3.943 -2.911 -3.871
H -4.824 1.240 -4.404
H -1.257 3.727 1.237
H -3.022 -1.868 -4.953
H -5.096 2.678 -0.505
H -3.428 1.944 3.531
H -0.825 -2.887 2.782
H -2.085 -4.099 2.523
H -4.790 -1.806 -4.958
H -5.339 -0.018 -1.064
H -5.021 2.067 2.781
*
```


(9)
Below is a structure of composition C15H27CrN11O5 in a non-equilibrium geometry, with properties calculated with ωB97M-V/def2-TZVPD.

Values from the calculation:
- HOMO level (spin up / spin down): -7.37 / -8.27 eV
- Kohn-Sham gap (spin up / spin down): 6.664 / 7.595 eV
- <S²>: 6.01
- Energy relative to the best compared isomer or geometry (same formula, charge and spin): 97.1 kJ/mol

```
! RIJCOSX wB97M-V def2-TZVPD def2/J DEFGRID3
* xyz 0 5
Cr 0.569 -0.426 2.030
O 3.105 2.615 0.928
O 2.323 0.705 0.216
O -2.508 -0.122 4.711
O -1.547 -3.885 1.061
O -0.784 0.321 3.302
N -0.731 0.920 0.509
N 1.356 0.135 4.761
N 1.994 1.158 2.300
N 2.390 3.263 3.251
N 0.331 -6.073 -4.922
N 2.507 1.530 1.087
N -0.413 1.140 -0.869
N -0.044 -0.743 -3.803
N 1.578 1.513 4.519
N 1.480 -1.915 0.680
N -0.828 -1.917 2.061
C 0.178 -4.946 -4.566
C 0.076 -3.504 -4.281
C -0.641 2.442 -2.996
C -2.606 1.974 -1.378
C -0.696 -3.007 1.248
C 0.668 -2.593 -5.153
C 2.006 2.013 3.371
C -1.793 -0.456 3.707
C 0.675 -3.131 0.627
C -0.797 3.645 -0.873
C -1.135 2.311 -1.565
C 0.509 -1.252 -4.897
C -0.444 -1.680 -2.888
C -1.963 -1.660 2.844
C -0.486 -3.057 -3.120
H 0.567 -3.442 -0.401
H -1.102 3.553 0.207
H -0.732 1.765 1.049
H 1.184 -2.911 -6.049
H 1.252 2.178 5.261
H 1.562 0.092 5.798
H -0.981 -3.690 -2.392
H -3.268 2.786 -1.679
H -1.611 0.534 0.598
H -2.846 1.855 -0.357
H -2.803 -1.552 2.215
H 2.448 3.932 4.009
H -2.925 1.063 -1.868
H 1.667 -1.568 -0.236
H 0.515 1.266 -1.056
H -0.738 1.564 -3.669
H -2.283 -2.553 3.458
H -1.190 4.523 -1.362
H 0.301 3.752 -0.874
H 1.203 -3.922 1.134
H 1.077 -0.562 -5.512
H 2.353 -2.049 1.201
H -0.514 -1.305 -1.844
H 0.368 -0.056 4.540
H -1.015 3.350 -3.469
H 0.401 2.494 -2.948
H 2.782 3.587 2.339
*
```